1:
Entry from the OMol25 dataset: one molecule with the formula CH2BrN (ωB97M-V/def2-TZVPD).

Calculated values
E_LUMO (alpha / beta): -0.79 / -0.12 eV
Total charge: 0
Gap between HOMO and LUMO (alpha / beta): 8.4 / 8.8 eV
Highest occupied orbital energy (alpha / beta): -9.2 / -9.0 eV

Each line ends with the natural charge from an NBO analysis.
Cartesian coordinates (Å):
C1 -0.25 0.22 -0.02  -0.602
N1 -3.11 1.30 -1.00  -0.742
Br1 -1.88 1.23 0.03  0.961
H1 -0.30 -0.60 -0.72  0.184
H2 0.69 0.41 0.33  0.199



2:
Entry from the OMol25 dataset: a 2-piece molecular cluster, CH2BrN overall (ωB97M-V/def2-TZVPD).

Calculated values
E_LUMO: 0.85 eV
Total charge: 0
SMILES: C#N.Br
Gap between HOMO and LUMO: 11.8 eV
Highest occupied orbital energy: -10.9 eV

Each line ends with the natural charge from an NBO analysis.
Cartesian coordinates (Å):
C1 -0.24 0.26 -0.45  0.083
N1 0.25 -0.57 0.14  -0.308
H1 -0.57 1.06 -1.03  0.225
Br1 -0.27 1.85 2.91  -0.213
H2 0.87 1.02 3.17  0.213



Of them, 2 has the highest stability.



1:
Entry from the OMol25 dataset: one molecule with the formula CH2Cl2NO2P (ωB97M-V/def2-TZVPD).

Calculated values
E_LUMO: 0.75 eV
Total charge: 0
Gap between HOMO and LUMO: 10.8 eV
Highest occupied orbital energy: -10.1 eV

Each line ends with the natural charge from an NBO analysis.
Cartesian coordinates (Å):
C1 0.03 -1.37 -0.22  0.400
N1 -0.19 1.81 0.20  -1.189
O1 1.18 -0.30 0.14  -0.829
O2 -0.99 -0.75 0.36  -0.759
P1 0.09 0.48 1.11  1.486
Cl1 0.49 -2.88 0.51  0.030
Cl2 -0.07 -1.51 -1.94  0.034
H1 0.11 1.91 -0.76  0.418
H2 -0.65 2.61 0.60  0.409



2:
Entry from the OMol25 dataset: one molecule with the formula CH2Cl2NO2P (ωB97M-V/def2-TZVPD).

Calculated values
E_LUMO: -0.73 eV
Total charge: 0
SMILES: [H]/N=C/OP(=O)(Cl)Cl
Gap between HOMO and LUMO: 9.1 eV
Highest occupied orbital energy: -9.8 eV

Each line ends with the natural charge from an NBO analysis.
Cartesian coordinates (Å):
H1 2.34 2.39 -0.14  0.353
N1 2.29 1.37 0.05  -0.686
C1 1.01 0.97 -0.13  0.431
O1 0.29 -0.30 0.12  -0.868
P1 -1.45 -1.36 -0.01  1.878
O2 -2.31 -1.24 -1.18  -0.973
Cl1 -2.15 -0.65 1.60  -0.133
Cl2 -0.46 -3.02 0.23  -0.130
H2 0.45 1.83 -0.54  0.127



Of them, 1 has the highest stability.



1:
Entry from the OMol25 dataset: one molecule with the formula C3H9O2PS (ωB97M-V/def2-TZVPD).

Calculated values
E_LUMO: 0.05 eV
Total charge: 0
SMILES: CC(C)S(=O)(=O)P
Gap between HOMO and LUMO: 9.7 eV
Highest occupied orbital energy: -9.7 eV

Each line ends with the natural charge from an NBO analysis.
Cartesian coordinates (Å):
C1 -1.11 1.45 0.63  -0.626
C2 0.08 0.55 0.35  -0.445
C3 0.75 1.07 -0.91  -0.634
S1 -0.57 -1.17 0.13  1.924
O1 -1.14 -1.36 -1.17  -0.930
O2 -1.37 -1.45 1.29  -0.939
P1 1.50 -2.30 0.26  0.023
H1 -1.70 1.61 -0.27  0.227
H2 -1.62 0.98 1.49  0.242
H3 -0.72 2.48 1.01  0.222
H4 0.80 0.47 1.05  0.228
H5 1.17 0.31 -1.67  0.230
H6 1.68 1.65 -0.73  0.227
H7 0.00 1.74 -1.56  0.223
H8 1.34 -2.65 -1.02  -0.010
H9 0.92 -3.39 1.11  0.038



2:
Entry from the OMol25 dataset: a 2-piece molecular cluster, C3H9O2PS overall (ωB97M-V/def2-TZVPD).

Calculated values
E_LUMO (alpha / beta): -1.23 / -0.93 eV
Total charge: 0
Gap between HOMO and LUMO (alpha / beta): 5.8 / 6.4 eV
Highest occupied orbital energy (alpha / beta): -7.0 / -7.3 eV

Each line ends with the natural charge from an NBO analysis.
Cartesian coordinates (Å):
C1 -3.06 -0.79 -0.70  -0.735
C2 0.61 2.58 -0.59  -0.252
C3 2.15 -1.91 1.05  -0.293
O1 1.30 1.48 -0.11  -0.813
O2 1.91 -0.66 0.44  -0.795
P1 1.13 0.56 1.11  1.548
S1 -1.82 0.24 0.23  -0.497
H1 -3.35 -0.33 -1.79  0.199
H2 -4.02 -0.97 -0.14  0.212
H3 -0.12 2.28 -1.33  0.224
H4 1.35 3.32 -1.06  0.193
H5 -0.01 3.05 0.12  0.193
H6 2.83 -2.59 0.46  0.214
H7 1.20 -2.48 1.23  0.200
H8 2.47 -2.02 2.10  0.194
H9 -2.57 -1.75 -1.02  0.209



Of them, 1 has the highest stability.



1:
Entry from the OMol25 dataset: an isolated ion of composition ClH2NO3P and charge -1 (ωB97M-V/def2-TZVPD).

Calculated values
E_LUMO: 4.06 eV
Total charge: -1
Gap between HOMO and LUMO: 8.5 eV
Highest occupied orbital energy: -4.4 eV

Each line ends with the natural charge from an NBO analysis.
Cartesian coordinates (Å):
N1 0.39 -0.73 1.00  -1.188
O1 0.86 -1.20 -1.50  -1.113
O2 1.91 0.92 -0.71  -1.085
O3 -2.52 1.23 0.10  -0.879
P1 0.92 -0.12 -0.50  2.272
Cl1 -1.20 1.00 -0.83  0.193
H1 -0.57 -1.09 0.70  0.408
H2 0.20 0.00 1.73  0.392



2:
Entry from the OMol25 dataset: a 2-piece molecular cluster, ClH2NO3P overall (ωB97M-V/def2-TZVPD).

Calculated values
E_LUMO: 3.30 eV
Total charge: -1
Gap between HOMO and LUMO: 6.9 eV
Highest occupied orbital energy: -3.6 eV

Each line ends with the natural charge from an NBO analysis.
Cartesian coordinates (Å):
N1 -0.54 0.41 1.08  -1.216
O1 -1.88 -0.50 -1.03  -1.060
O2 -0.19 -2.06 0.31  -1.057
O3 2.66 1.18 -2.13  -0.868
P1 -0.76 -0.76 -0.10  2.340
Cl1 1.65 0.42 -0.98  0.010
H1 -1.26 1.10 1.23  0.422
H2 0.31 0.21 1.61  0.430



Of them, 1 has the highest stability.



1:
Entry from the OMol25 dataset: a 4-piece molecular cluster, C3H16N2O3 overall (ωB97M-V/def2-TZVPD).

Calculated values
E_LUMO: 0.55 eV
Total charge: 0
SMILES: C[C@H](N)CN.O.O.O
Gap between HOMO and LUMO: 9.6 eV
Highest occupied orbital energy: -9.1 eV

Each line ends with the natural charge from an NBO analysis.
Cartesian coordinates (Å):
C1 -0.16 2.19 0.72  -0.614
C2 0.06 1.10 -0.34  -0.086
N1 0.73 1.56 -1.57  -0.847
C3 -1.31 0.52 -0.69  -0.212
N2 -1.42 -0.86 -1.13  -0.850
H1 -0.45 1.66 1.63  0.196
H2 0.74 2.75 0.97  0.208
H3 -0.94 2.89 0.46  0.200
H4 0.76 0.42 0.13  0.210
H5 0.06 2.04 -2.16  0.350
H6 1.50 2.19 -1.36  0.359
H7 -1.71 1.07 -1.52  0.185
H8 -1.96 0.73 0.16  0.170
H9 -0.72 -1.53 -0.85  0.364
H10 -1.51 -0.95 -2.13  0.366
O1 1.72 -1.73 -3.10  -0.953
H11 1.58 -0.94 -2.58  0.484
H12 2.66 -1.94 -3.03  0.467
O2 -1.04 -0.71 4.06  -0.942
H13 -1.68 -0.33 4.66  0.472
H14 -1.21 -0.25 3.22  0.470
O3 1.08 -1.58 1.53  -0.946
H15 0.18 -1.94 1.50  0.470
H16 1.35 -1.74 2.45  0.480



2:
Entry from the OMol25 dataset: a 4-piece molecular cluster, C3H16N2O3 overall (ωB97M-V/def2-TZVPD).

Calculated values
E_LUMO: 0.49 eV
Total charge: 0
SMILES: NCCCN.O.O.O
Gap between HOMO and LUMO: 9.0 eV
Highest occupied orbital energy: -8.6 eV

Each line ends with the natural charge from an NBO analysis.
Cartesian coordinates (Å):
N1 0.78 1.39 -2.91  -0.875
C1 1.16 1.05 -1.54  -0.224
C2 -0.04 0.63 -0.69  -0.416
C3 0.20 0.97 0.82  -0.210
N2 1.46 0.54 1.32  -0.877
H1 0.71 0.61 -3.54  0.366
H2 0.20 2.19 -3.12  0.369
H3 1.85 0.22 -1.60  0.200
H4 1.66 1.95 -1.13  0.183
H5 -0.15 -0.45 -0.70  0.193
H6 -0.93 1.22 -0.93  0.201
H7 -0.15 2.02 0.77  0.188
H8 -0.58 0.45 1.40  0.150
H9 2.26 1.11 1.59  0.376
H10 2.00 -0.01 0.65  0.375
O1 -0.33 -2.39 2.12  -0.956
H11 -0.41 -1.53 1.69  0.481
H12 -1.13 -2.92 1.99  0.474
O2 -6.11 -0.19 0.12  -0.944
H13 -5.87 0.07 1.01  0.472
H14 -5.65 0.38 -0.51  0.473
O3 2.96 -2.23 0.72  -0.948
H15 3.77 -2.30 1.25  0.467
H16 2.35 -2.79 1.23  0.484



Of them, 1 has the highest stability.



1:
Entry from the OMol25 dataset: a 2-piece molecular cluster, C3H11N2 overall (ωB97M-V/def2-TZVPD).

Calculated values
E_LUMO: -3.36 eV
Total charge: +1
Gap between HOMO and LUMO: 9.3 eV
Highest occupied orbital energy: -12.7 eV

Each line ends with the natural charge from an NBO analysis.
Cartesian coordinates (Å):
C1 -0.18 1.21 -2.13  -0.402
N1 -1.08 0.70 -0.95  -0.735
H1 0.35 2.19 -2.02  0.253
H2 -0.59 1.23 -3.13  0.244
H3 0.54 0.51 -2.06  0.213
H4 -0.49 0.95 -0.09  0.485
H5 -1.84 1.48 -0.92  0.442
H6 -1.46 -0.22 -0.85  0.452
C2 -0.12 -1.90 1.19  -0.469
C3 0.26 -0.65 1.63  -0.039
N2 1.12 0.25 0.73  -0.920
H7 -0.37 -2.22 0.19  0.195
H8 0.13 -2.73 1.85  0.246
H9 0.19 -0.32 2.77  0.230
H10 1.68 0.85 1.36  0.400
H11 1.86 -0.37 0.28  0.405



2:
Entry from the OMol25 dataset: an isolated ion of composition C3H11N2 and charge +1 (ωB97M-V/def2-TZVPD).

Calculated values
E_LUMO: -3.62 eV
Total charge: +1
SMILES: C[C@H]([NH3+])CN
Gap between HOMO and LUMO: 10.0 eV
Highest occupied orbital energy: -13.6 eV

Each line ends with the natural charge from an NBO analysis.
Cartesian coordinates (Å):
C1 1.29 -0.21 0.75  -0.644
C2 0.15 -0.38 -0.29  -0.042
N1 0.79 0.14 -1.57  -0.680
C3 -1.19 0.34 -0.02  -0.258
N2 -1.49 0.09 1.40  -0.828
H1 1.51 0.84 0.89  0.222
H2 1.10 -0.62 1.74  0.280
H3 2.11 -0.84 0.40  0.218
H4 -0.08 -1.44 -0.40  0.222
H5 1.37 -0.63 -1.93  0.448
H6 0.10 0.47 -2.25  0.447
H7 1.46 0.87 -1.33  0.444
H8 -1.92 -0.13 -0.68  0.202
H9 -1.10 1.42 -0.04  0.214
H10 -2.02 -0.76 1.57  0.373
H11 -2.07 0.84 1.75  0.381



Of them, 2 has the highest stability.